Entry 1:
DFT (ωB97M-V/def2-TZVPD) results for a molecular structure, C30H27AsIrNOS9 at a distorted geometry.

Output
Net charge   -1
Spin multiplicity   2
E_HOMO (alpha / beta)   -0.16431 / -0.16716 Eh
Gap between HOMO and LUMO (alpha / beta)   5.6654 / 5.4323 eV
<S²>   0.76

Positions of all 70 atoms, in Å:
1 Ir 0.0751 2.6577 -0.4411
2 S 5.4224 7.4022 -1.2244
3 C 4.2295 6.2683 -1.1631
4 S 2.6030 6.5610 -1.6582
5 C 1.9712 4.9645 -1.3211
6 C 2.8326 4.0858 -0.7901
7 S 2.3885 2.4931 -0.3171
8 S 4.4681 4.6621 -0.5752
9 S 0.3349 4.5491 -1.6598
10 O -4.9969 4.0791 3.8172
11 C -4.1067 3.9198 3.0255
12 S -2.3854 4.0219 3.4482
13 C -1.7868 3.6854 1.8385
14 C -2.6730 3.4524 0.8751
15 S -2.2225 3.0382 -0.7525
16 S -4.3629 3.5371 1.3111
17 S -0.0633 3.6786 1.5551
18 C 5.9286 -1.5438 0.2175
19 C 4.4661 -1.2025 0.3209
20 C 3.5558 -1.6366 -0.6357
21 C 2.2038 -1.3331 -0.5537
22 C 1.2929 -1.8454 -1.6345
23 C 1.7382 -0.5679 0.5260
24 As -0.1253 0.0082 0.7178
25 N -0.3550 0.6957 -0.9862
26 C -1.0723 0.3524 -2.1166
27 C -1.8051 -0.8395 -2.2397
28 C -2.4488 -1.1645 -3.4241
29 C -2.4085 -0.3183 -4.5225
30 C -1.6984 0.8708 -4.4095
31 C -1.0405 1.1995 -3.2381
32 C -1.2549 -1.5935 0.9790
33 C -0.8251 -2.8870 1.3067
34 C 0.6007 -3.3039 1.5818
35 C -1.7791 -3.9012 1.4289
36 C -3.1337 -3.6707 1.2877
37 C -4.1382 -4.7844 1.4093
38 C -3.5465 -2.3634 1.0624
39 C -2.6394 -1.3249 0.9222
40 C -3.1667 0.0654 0.7139
41 C 2.6413 -0.1169 1.4987
42 C 2.2561 0.7086 2.7056
43 C 3.9894 -0.4461 1.3766
44 H 6.1281 -2.1595 -0.6594
45 H 6.2666 -2.0900 1.1003
46 H 6.5348 -0.6392 0.1407
47 H 3.9068 -2.2327 -1.4724
48 H 1.7298 -2.7231 -2.1137
49 H 1.1325 -1.0850 -2.3997
50 H 0.3123 -2.1199 -1.2469
51 H -1.8679 -1.5194 -1.4012
52 H -2.9949 -2.0995 -3.4804
53 H -2.9151 -0.5775 -5.4430
54 H -1.6470 1.5541 -5.2492
55 H -0.4845 2.1269 -3.1750
56 H 1.2532 -2.4730 1.8116
57 H 1.0315 -3.8353 0.7296
58 H 0.6123 -3.9844 2.4350
59 H -1.4318 -4.9050 1.6559
60 H -3.6492 -5.7393 1.6007
61 H -4.7246 -4.8802 0.4935
62 H -4.8392 -4.5910 2.2238
63 H -4.6070 -2.1394 1.0023
64 H -4.2389 0.1010 0.9047
65 H -2.9940 0.4245 -0.3020
66 H -2.6811 0.7762 1.3878
67 H 1.1934 0.9309 2.7597
68 H 2.7822 1.6649 2.6793
69 H 2.5460 0.1903 3.6226
70 H 4.6824 -0.0885 2.1331

Atom charges from the Löwdin analysis, given in e for atoms 1 to 4: number 1, Ir, carries 0.47; number 2, S, carries 0.49; number 3, C, carries -1.53; number 4, S, carries 0.90

=====

Entry 2:
DFT (ωB97M-V/def2-TZVPD) results for a molecular structure, C28H26F5FeN5O6Te at a distorted geometry.

Output
Net charge   -2
Spin multiplicity   5
E_HOMO (alpha / beta)   -0.08281 / -0.08718 Eh
Gap between HOMO and LUMO (alpha / beta)   6.5309 / 5.4008 eV
<S²>   6.06

Positions of all 72 atoms, in Å:
1 Fe -0.8465 0.8894 -0.9230
2 C 4.1803 -1.0253 3.3837
3 C 2.8648 -0.7271 2.7111
4 C 1.8537 -1.7065 2.6409
5 C 0.6710 -1.4223 2.0183
6 C 0.4241 -0.1764 1.4050
7 N -0.8016 0.0384 0.8232
8 C -1.9476 -0.3966 1.4688
9 C -1.9879 -0.4094 2.8697
10 C -3.1239 -0.7485 3.5664
11 C -4.3003 -1.0561 2.8895
12 C -5.5780 -1.3393 3.6317
13 C -4.2778 -1.0324 1.5072
14 C -3.1282 -0.7339 0.7930
15 N -3.2172 -0.8235 -0.6321
16 C -4.1497 -1.4921 -1.3525
17 C -3.8822 -1.2911 -2.6779
18 C -2.7394 -0.4695 -2.7043
19 N -2.3597 -0.2151 -1.4687
20 C 1.4788 0.7716 1.3844
21 C 2.6617 0.4794 2.0959
22 N 1.3729 1.9253 0.7041
23 C 2.2116 3.0830 0.8367
24 C 1.9271 3.8177 -0.4143
25 C 0.8935 3.2190 -1.0196
26 N 0.5177 2.0426 -0.3841
27 H 4.0576 -1.7698 4.1740
28 H 4.9058 -1.4214 2.6662
29 H 4.6106 -0.1229 3.8247
30 H 2.0160 -2.6909 3.0694
31 H -0.1059 -2.1735 1.9468
32 H -1.1093 -0.0613 3.3928
33 H -3.1140 -0.7251 4.6519
34 H -5.3747 -1.8082 4.5965
35 H -6.1270 -0.4123 3.8225
36 H -6.2329 -1.9988 3.0594
37 H -5.2013 -1.2136 0.9713
38 H -4.9171 -2.0770 -0.8772
39 H -4.4222 -1.6892 -3.5199
40 H -2.1550 -0.0906 -3.5359
41 H 3.4477 1.2222 2.1347
42 H 3.2432 2.8390 1.0577
43 H 2.3885 4.7565 -0.6789
44 H 0.3612 3.5067 -1.9135
45 O 0.1621 -3.5669 -2.7912
46 C 0.4680 -2.4245 -2.3859
47 O -0.1918 -1.6899 -1.5820
48 C 1.7828 -1.8349 -2.8953
49 C 2.7524 -1.5406 -1.7255
50 C 4.1895 -1.4204 -2.2559
51 C 4.1178 -0.0453 -2.9853
52 C 2.6699 0.3849 -2.6744
53 O 2.4700 -0.1799 -1.3758
54 C 1.7010 -0.4106 -3.5640
55 C 0.3001 0.1945 -3.6742
56 O -0.3142 -0.0444 -4.7160
57 O -0.1861 0.9875 -2.7564
58 H 2.2035 -2.5732 -3.5700
59 H 2.6275 -2.1896 -0.8612
60 H 4.4514 -2.2491 -2.9172
61 H 4.8980 -1.3942 -1.4253
62 H 4.2909 -0.1258 -4.0605
63 H 4.8299 0.6690 -2.5705
64 H 2.5021 1.4569 -2.6532
65 H 2.0544 -0.4576 -4.5896
66 F -1.6787 4.9150 -0.5558
67 Te -2.1733 3.3932 0.7684
68 F -3.8294 4.3314 0.5517
69 F 1.8365 3.8434 1.9753
70 F -1.1068 2.2008 2.3912
71 F -3.5118 2.2469 1.6178
72 O -2.3039 2.2527 -0.7144

Atom charges from the Löwdin analysis, given in e for atoms 1 to 4: number 1, Fe, carries 0.81; number 2, C, carries -0.06; number 3, C, carries -0.28; number 4, C, carries -0.05

=====

Entry 3:
DFT (ωB97M-V/def2-TZVPD) results for 2 unconnected molecules or ions with the total composition C23H20BF6N6O6S at a distorted geometry.

Output
Net charge   -1
Spin multiplicity   1
E_HOMO   -0.13390 Eh
Gap between HOMO and LUMO   5.1183 eV

Positions of all 63 atoms, in Å:
1 C -3.8084 3.9958 -0.9955
2 C -2.7174 3.0347 -1.2520
3 C -2.4687 2.2875 -2.3849
4 C -1.2117 1.6281 -2.3817
5 C -0.5637 1.5882 -1.1251
6 B -0.8394 -3.0509 0.7225
7 C 0.8818 1.6426 -1.0020
8 C 1.4379 2.2284 0.1565
9 C 2.7602 2.6973 0.1398
10 C 3.2405 3.3424 1.4047
11 F 4.3404 4.1277 1.2302
12 F 2.2738 4.1312 1.9859
13 F 3.5877 2.4115 2.3578
14 C 3.5350 2.5869 -1.0063
15 C 3.0357 1.9221 -2.1061
16 C 3.8356 1.8034 -3.3751
17 F 3.6088 0.6041 -4.0159
18 F 3.4911 2.7879 -4.2741
19 F 5.1808 1.9040 -3.1725
20 C 1.7244 1.3845 -2.1012
21 O -1.6159 -2.4736 1.7707
22 C -2.3662 -1.3179 1.2946
23 C -3.3081 -1.8460 0.1736
24 C -4.1315 -2.9905 0.7824
25 C -4.1397 -0.7354 -0.4332
26 C -2.4225 -2.4130 -1.0399
27 O -1.1044 -2.6531 -0.6059
28 S -1.4584 2.7755 -0.1033
29 H -4.2832 4.2875 -1.9358
30 H -4.5707 3.5854 -0.3190
31 H -3.3820 4.8914 -0.5232
32 H -3.1840 2.2647 -3.2020
33 H -0.7704 1.2070 -3.3003
34 H 0.8539 2.2927 1.0614
35 H 4.5543 3.0171 -1.0253
36 H 1.3714 0.7660 -2.9153
37 H -3.0100 -0.9561 2.1151
38 H -1.6468 -0.5517 0.9244
39 H -4.6777 -3.5835 0.0410
40 H -3.4279 -3.6437 1.3015
41 H -4.8049 -2.6038 1.5460
42 H -4.6810 -1.0780 -1.3313
43 H -4.8491 -0.3159 0.2863
44 H -3.4421 0.0549 -0.7242
45 H -2.8936 -3.3540 -1.3801
46 H -2.3921 -1.7245 -1.9043
47 O 2.0317 -3.2713 5.0030
48 N 2.4078 -2.2492 4.4024
49 O 3.0605 -1.2983 4.9017
50 C 2.0668 -2.1094 2.9939
51 C 2.6732 -1.1531 2.1844
52 C 2.5004 -1.1519 0.7833
53 N 3.5267 -0.6742 -0.0870
54 O 4.4372 0.0177 0.4128
55 O 3.4536 -0.9720 -1.2981
56 C 1.2745 -1.6673 0.3163
57 N 0.6668 -2.6346 1.0787
58 N -0.1327 -4.4473 0.8420
59 N 0.2341 -4.9451 1.9591
60 N 0.7595 -4.2020 2.9053
61 C 1.0973 -2.9883 2.3499
62 H 3.2910 -0.3845 2.6439
63 H 1.1095 -1.8281 -0.7502

Atom charges from the Löwdin analysis, given in e for atoms 1 to 4: number 1, C, carries -0.11; number 2, C, carries -0.60; number 3, C, carries -0.15; number 4, C, carries -0.11

=====

Entry 4:
DFT (ωB97M-V/def2-TZVPD) results for C5H6F2 in the gas phase at a distorted geometry.

Output
Spin multiplicity   1
SMILES   C[C@@]1(CF)C=C1F
E_HOMO   -0.36126 Eh
Gap between HOMO and LUMO   10.6723 eV

Positions of all 13 atoms, in Å:
1 C 0.1748 -1.1068 0.1671
2 C -0.4591 0.3092 -0.1623
3 C 0.5611 1.4968 0.3191
4 F 1.6791 1.3500 -0.5299
5 C -1.5664 0.4705 -1.2467
6 C -1.9566 0.5671 -0.0592
7 F -2.9174 0.7212 0.8776
8 H 0.4865 -1.5649 -0.8365
9 H -0.5343 -1.8607 0.5973
10 H 1.0272 -0.9696 0.8471
11 H 0.9348 1.1232 1.3590
12 H 0.0374 2.5565 0.2845
13 H -1.7424 0.6384 -2.3400

Atom charges from the Löwdin analysis, given in e for atoms 1 to 4: number 1, C, carries -0.05; number 2, C, carries -0.30; number 3, C, carries -0.13; number 4, F, carries -0.09

=====

Entry 5:
DFT (ωB97M-V/def2-TZVPD) results for a gas-phase ion, CH4ClN2O (charge +1) at a distorted geometry.

Output
Net charge   +1
Spin multiplicity   1
SMILES   C[N+](=O)NCl
E_HOMO   -0.62401 Eh
Gap between HOMO and LUMO   9.6391 eV

Positions of all 9 atoms, in Å:
1 C 0.3250 -0.4342 0.0150
2 N 0.0001 0.9809 0.0257
3 O 0.7639 1.8617 -0.2137
4 N -1.2666 1.1677 -0.1029
5 Cl -2.6391 -0.1736 0.2020
6 H 1.3932 -0.7532 -0.1591
7 H -0.2831 -0.9714 -0.7781
8 H 0.2613 -0.7174 1.0856
9 H -1.5435 2.1414 0.0728

Atom charges from the Löwdin analysis, given in e for atoms 1 to 4: number 1, C, carries 0.00; number 2, N, carries -0.33; number 3, O, carries 0.22; number 4, N, carries -0.13

=====

Entry 6:
DFT (ωB97M-V/def2-TZVPD) results for a molecular structure, C7H8 at a distorted geometry.

Output
Spin multiplicity   1
E_HOMO   -0.30093 Eh
Gap between HOMO and LUMO   9.0763 eV

Positions of all 15 atoms, in Å:
1 C -1.3240 1.3924 0.0311
2 C -0.1407 1.3240 -0.6613
3 C -0.0319 -0.0828 1.7290
4 C -0.8996 -0.0087 0.6777
5 C 1.1470 -0.2586 0.8547
6 C 0.1521 -0.1415 -0.3271
7 C -0.0428 -1.2459 -1.3555
8 H -2.2159 2.0746 0.3220
9 H 0.3050 1.9965 -1.2177
10 H -0.0135 0.1517 2.6993
11 H 1.8493 0.6238 0.8122
12 H 1.5097 -1.2657 1.1346
13 H 0.2033 -2.1654 -0.9034
14 H 0.6258 -1.2368 -2.2339
15 H -1.1238 -1.1576 -1.5618

Atom charges from the Löwdin analysis, given in e for atoms 1 to 4: number 1, C, carries 0.07; number 2, C, carries -0.01; number 3, C, carries -0.04; number 4, C, carries -0.13

=====

Entry 7:
DFT (ωB97M-V/def2-TZVPD) results for 2 unconnected molecules or ions with the total composition C4H6N3S at a distorted geometry.

Output
Net charge   +1
Spin multiplicity   1
E_HOMO   -0.54599 Eh
Gap between HOMO and LUMO   9.2709 eV

Positions of all 14 atoms, in Å:
1 C -0.9961 1.1406 2.8402
2 C 0.4284 -1.1960 -1.2509
3 C -1.2506 0.3291 -0.9614
4 C 1.0260 0.7819 -0.2480
5 N -0.9253 1.4641 1.7500
6 N -0.2816 -2.2095 -1.0272
7 N -0.0057 0.0725 -0.9580
8 S -2.7514 0.4790 -1.1843
9 H -1.0500 0.8293 3.8152
10 H 1.4833 -1.2880 -1.5230
11 H 1.1323 0.3608 0.8066
12 H 0.9174 1.8149 -0.1731
13 H 1.9548 0.4486 -0.6473
14 H 0.3185 -3.0272 -1.2388

Atom charges from the Löwdin analysis, given in e for atoms 1 to 4: number 1, C, carries 0.02; number 2, C, carries -0.24; number 3, C, carries -0.58; number 4, C, carries -0.02

=====

Entry 8:
DFT (ωB97M-V/def2-TZVPD) results for C5H4N2 in the gas phase at a distorted geometry.

Output
Spin multiplicity   1
SMILES   C#Cc1cn[nH]c1
E_HOMO   -0.32877 Eh
Gap between HOMO and LUMO   9.8082 eV

Positions of all 11 atoms, in Å:
1 C 2.7638 -0.5819 0.2296
2 C 1.5777 -0.4333 0.3936
3 C 0.2277 -0.0563 0.2863
4 C -0.1991 1.1956 -0.2259
5 N -1.5000 1.2062 -0.4400
6 N -1.9078 -0.0212 -0.0768
7 C -0.9122 -0.8208 0.3515
8 H 3.4619 -0.4406 -0.5520
9 H 0.4218 2.0508 -0.4664
10 H -2.8845 -0.2481 -0.1476
11 H -1.0492 -1.8502 0.6476

Atom charges from the Löwdin analysis, given in e for atoms 1 to 4: number 1, C, carries 0.08; number 2, C, carries -0.10; number 3, C, carries -0.27; number 4, C, carries -0.11

=====

Energy readings, ordered: -7213.3421; -3838.9735; -2690.5328; -393.7072; -684.9783; -271.3075; -718.1190; -302.3394 Ha
Energy relative to the best compared isomer or geometry (same formula, charge and spin) readings, ordered: 47.07; 84.10; 33.56; 248.20; 436.29; 587.94; 357.75; 233.40 kJ/mol